Record 1
{
  "formula": "C36H29AsClN5OOsS2",
  "method": "ωB97M-V/def2-TZVPD",
  "e_above_lowest_kj_mol": 6.60,
  "e_homo_ev": [-12.26, -13.23],
  "gap_ha": [0.2454, 0.1876],
  "fmax_ev_per_a": 0.5,
  "spin_multiplicity": 5,
  "s_squared": 6.06,
  "total_energy_ev": -144786.153,
  "charge": 2,
  "elements": ["Os", "N", "C", "S", "N", "N", "C", "C", "C", "C", "C", "C", "C", "O", "H", "H", "H", "H", "H", "H", "H", "Cl", "C", "C", "C", "C", "N", "C", "H", "H", "H", "H", "C", "C", "C", "C", "C", "C", "As", "C", "C", "C", "C", "C", "C", "C", "C", "C", "C", "C", "C", "H", "H", "H", "H", "H", "H", "H", "H", "H", "H", "H", "H", "H", "S", "C", "N", "C", "C", "C", "C", "H", "H", "H", "H", "H"],
  "xyz": [[1.16576, -0.42924, -0.11026], [2.63888, -4.23846, -1.56073], [2.36270, -3.04601, -1.05831], [0.79874, -2.33855, -1.31712], [3.36273, -2.47427, -0.35911], [3.05708, -1.29561, 0.16369], [4.05571, -0.72610, 0.84327], [4.03095, 0.50023, 1.49861], [5.24752, 0.87202, 2.16712], [5.34876, 2.02749, 2.86384], [4.22427, 2.89850, 2.94507], [3.04761, 2.60479, 2.32941], [2.89890, 1.40950, 1.57453], [1.75979, 1.19683, 1.02745], [1.96265, -4.73884, -2.11407], [3.54898, -4.64752, -1.40821], [4.96758, -1.31489, 0.87603], [6.09185, 0.19821, 2.09926], [6.26913, 2.29527, 3.36218], [4.31613, 3.81597, 3.51215], [2.19067, 3.26113, 2.38795], [0.41336, 0.57169, 5.86790], [0.72190, -0.63747, 4.68009], [1.08684, -1.92248, 5.04545], [1.31933, -2.84484, 4.03710], [1.18713, -2.44223, 2.72006], [0.84028, -1.20063, 2.37495], [0.60416, -0.31099, 3.33790], [1.18339, -2.18760, 6.08932], [1.59907, -3.86267, 4.26871], [1.35905, -3.13884, 1.90636], [0.31415, 0.68748, 3.04149], [-2.63847, 2.23506, 3.83060], [-3.14394, 0.97212, 3.56217], [-2.78981, 0.31223, 2.39247], [-1.92582, 0.92884, 1.49665], [-1.41150, 2.19515, 1.76462], [-1.77623, 2.84979, 2.93092], [-1.30362, 0.02286, -0.07633], [-2.42677, -1.48309, -0.42926], [-2.50171, -2.68085, 0.26278], [-3.37221, -3.66155, -0.19199], [-4.13429, -3.44158, -1.33352], [-4.04781, -2.24504, -2.02968], [-3.19090, -1.24685, -1.57888], [-3.01389, 0.08458, -2.20363], [-3.69853, 0.55495, -3.32007], [-3.46893, 1.84556, -3.77258], [-2.56120, 2.67853, -3.12772], [-1.85653, 2.21774, -2.02358], [-2.08591, 0.92630, -1.57783], [-2.92134, 2.74662, 4.74071], [-3.82368, 0.50069, 4.25943], [-3.19448, -0.67053, 2.18426], [-0.72114, 2.67112, 1.07614], [-1.39069, 3.83933, 3.13748], [-1.89603, -2.85448, 1.14465], [-3.45904, -4.59840, 0.34144], [-4.80730, -4.21307, -1.68274], [-4.65424, -2.09655, -2.91317], [-4.42512, -0.06782, -3.82494], [-4.02171, 2.21497, -4.62632], [-2.41252, 3.69052, -3.48079], [-1.13894, 2.85905, -1.52800], [1.63357, 1.43947, -1.86089], [0.98738, 1.19550, -3.44172], [1.30980, 2.14045, -4.35799], [0.86311, 2.16773, -5.63251], [0.01822, 1.19251, -6.07510], [-0.34516, 0.18276, -5.17436], [0.13563, 0.17730, -3.88678], [1.92982, 2.87856, -4.04725], [1.21626, 2.98973, -6.23747], [-0.34523, 1.21097, -7.09078], [-1.01365, -0.60539, -5.49493], [-0.15049, -0.59766, -3.19557]],
  "atomic_forces_ev_per_a": [[0.01, -0.20, -0.41], [-0.08, 0.06, -0.01], [0.34, -0.09, 0.07], [-0.11, -0.07, 0.04], [-0.16, 0.01, -0.07], [0.04, 0.12, 0.12], [-0.06, -0.15, -0.09], [0.17, 0.09, 0.08], [-0.07, 0.00, -0.03], [0.00, -0.05, -0.02], [-0.06, 0.04, -0.01], [0.08, -0.06, 0.01], [-0.10, -0.06, 0.07], [-0.07, 0.24, 0.02], [-0.01, -0.01, 0.00], [0.01, 0.01, 0.01], [0.01, 0.04, 0.00], [-0.01, -0.01, 0.00], [0.01, -0.01, 0.00], [-0.02, 0.01, 0.00], [0.00, 0.01, 0.00], [0.00, -0.02, -0.02], [-0.03, 0.03, 0.01], [0.00, 0.01, -0.03], [-0.02, 0.02, -0.01], [-0.03, -0.06, -0.04], [0.03, 0.00, 0.02], [0.02, -0.06, 0.09], [0.00, -0.01, 0.00], [0.01, 0.00, 0.01], [0.01, 0.01, 0.00], [0.01, 0.03, -0.02], [0.01, 0.03, 0.01], [-0.03, -0.01, 0.01], [0.00, 0.00, -0.02], [0.04, -0.04, 0.07], [0.02, 0.03, -0.02], [-0.02, -0.01, -0.01], [0.05, 0.19, 0.17], [-0.02, 0.04, -0.04], [0.00, 0.00, -0.02], [0.00, -0.03, 0.00], [-0.01, -0.02, 0.01], [0.04, 0.01, 0.03], [-0.04, -0.05, 0.00], [0.05, 0.05, 0.00], [0.03, -0.02, 0.06], [-0.01, 0.03, -0.02], [0.02, 0.00, 0.00], [0.00, -0.06, -0.03], [-0.09, -0.04, -0.07], [0.00, 0.00, 0.01], [0.01, 0.00, 0.00], [0.00, 0.00, -0.01], [0.00, -0.03, -0.01], [0.00, 0.01, 0.01], [0.00, 0.01, 0.01], [0.00, 0.00, 0.00], [-0.01, 0.00, 0.00], [0.00, 0.01, 0.00], [-0.01, -0.01, 0.00], [0.01, 0.00, -0.01], [0.00, 0.01, 0.00], [0.00, 0.01, 0.02], [0.00, -0.02, 0.01], [0.00, -0.02, -0.03], [0.02, 0.02, -0.06], [-0.02, -0.02, 0.03], [0.02, 0.00, 0.03], [0.00, 0.04, -0.08], [0.02, 0.03, 0.14], [0.02, 0.01, 0.04], [-0.02, -0.01, -0.03], [-0.01, -0.01, 0.00], [-0.01, 0.00, 0.00], [0.00, -0.02, 0.02]]
}

=====

Record 2
{
  "formula": "C36H29N6O2SSiTb",
  "method": "ωB97M-V/def2-TZVPD",
  "e_homo_ev": [-6.96, -6.96],
  "gap_ha": [0.2401, 0.2411],
  "fmax_ev_per_a": 2.1,
  "spin_multiplicity": 7,
  "s_squared": 12.59,
  "total_energy_ev": -91982.400,
  "charge": 0,
  "elements": ["Tb", "C", "C", "O", "C", "C", "C", "N", "N", "C", "O", "C", "C", "C", "C", "C", "C", "H", "H", "H", "H", "H", "H", "H", "H", "H", "H", "H", "H", "S", "N", "C", "C", "C", "C", "C", "N", "C", "C", "N", "C", "C", "C", "C", "C", "N", "H", "H", "H", "H", "H", "H", "C", "C", "C", "C", "C", "C", "Si", "C", "C", "C", "C", "C", "C", "H", "H", "H", "H", "H", "H", "H", "H", "H", "H", "H"],
  "xyz": [[-0.22129, 0.82964, 0.38108], [-1.98199, 3.96261, 2.04637], [-1.87540, 2.47146, 1.90517], [-0.64955, 1.95722, 2.01946], [-2.94221, 1.67923, 1.67229], [-2.75812, 0.22416, 1.40965], [-2.44903, -0.74145, 2.53736], [-2.88369, -0.29136, 0.23535], [-3.28928, 0.45435, -0.80973], [-2.49958, 1.15180, -1.54933], [-1.19963, 1.25652, -1.36412], [-3.08155, 1.85753, -2.71926], [-4.45197, 1.84572, -2.96424], [-4.96831, 2.54676, -4.04035], [-4.12508, 3.26235, -4.88041], [-2.75860, 3.27020, -4.64427], [-2.23761, 2.57139, -3.56666], [-1.42741, 4.44486, 1.23869], [-1.52750, 4.27012, 2.98863], [-3.01759, 4.29223, 2.01246], [-3.92919, 2.08834, 1.49753], [-2.83190, -0.35137, 3.47721], [-0.49893, -0.32604, 2.07729], [-2.88058, -1.71908, 2.33460], [-5.09788, 1.28305, -2.30392], [-6.03492, 2.54076, -4.22539], [-4.53488, 3.81200, -5.71817], [-2.09662, 3.82427, -5.29745], [-1.17419, 2.56632, -3.36822], [0.28643, -6.94391, 3.01817], [0.20978, -6.27971, 1.54653], [0.01229, -4.98729, 1.71810], [-0.08842, -4.00434, 0.66898], [0.01850, -4.31079, -0.67401], [-0.11269, -3.30008, -1.61455], [-0.29652, -2.01220, -1.16183], [-0.37382, -1.66837, 0.12766], [-0.31297, -2.65512, 1.06484], [-0.49272, -2.32998, 2.42545], [-0.93697, -0.96206, 2.74486], [-0.48750, -0.52171, 4.07452], [-0.27285, -1.42577, 5.04648], [-0.28498, -2.82110, 4.80709], [-0.30922, -3.23365, 3.49535], [-0.07870, -4.60909, 3.09729], [0.06177, -5.62621, 3.92194], [0.19155, -5.33897, -0.96389], [-0.06481, -3.50233, -2.67441], [-0.40256, -1.19743, -1.87331], [-0.40492, 0.54928, 4.17147], [-0.03345, -1.05436, 6.03408], [-0.12957, -3.53569, 5.59984], [3.40494, 4.18526, -2.91706], [4.46864, 3.51237, -2.32970], [4.23928, 2.58711, -1.32231], [2.94804, 2.31756, -0.86742], [1.89616, 3.01547, -1.46819], [2.11191, 3.93579, -2.48435], [2.55644, 1.05125, 0.52571], [3.33160, -0.62013, 0.01518], [3.02235, -1.17503, -1.23049], [3.45708, -2.44169, -1.58789], [4.20731, -3.19329, -0.69361], [4.53050, -2.66080, 0.54634], [4.09855, -1.38728, 0.89232], [3.58176, 4.90187, -3.70911], [5.48053, 3.71359, -2.65987], [5.07599, 2.05855, -0.87852], [0.87174, 2.84850, -1.13427], [1.27390, 4.45362, -2.93604], [3.49141, 1.47845, 1.61793], [2.44253, -0.59031, -1.94174], [3.20851, -2.84765, -2.56156], [4.54086, -4.18746, -0.96400], [5.12464, -3.23890, 1.24379], [4.36218, -0.97957, 1.86260]],
  "atomic_forces_ev_per_a": [[1.36, -0.94, -1.22], [0.09, -0.18, 0.00], [-0.85, 0.33, 0.46], [-0.21, 0.73, 1.38], [0.18, -0.09, -0.30], [-0.32, 0.23, -0.20], [-0.19, 0.02, -0.11], [0.12, -0.37, 0.29], [-0.42, 0.61, -0.23], [-0.46, -0.48, 0.11], [-0.81, 0.30, -1.45], [0.10, 0.19, -0.05], [0.00, -0.03, 0.02], [-0.05, -0.01, 0.01], [0.03, 0.02, -0.03], [-0.01, 0.03, -0.04], [-0.01, -0.08, 0.11], [0.01, 0.03, 0.02], [0.00, 0.03, 0.00], [0.00, 0.00, 0.00], [0.05, 0.10, -0.03], [0.08, -0.01, 0.05], [-0.11, -0.76, 1.24], [0.10, -0.02, -0.05], [0.00, 0.02, 0.00], [0.01, -0.02, 0.01], [0.01, 0.00, 0.00], [-0.01, -0.01, 0.00], [0.00, 0.03, -0.02], [-0.04, -0.02, -0.01], [0.07, -0.12, -0.05], [-0.02, 0.06, 0.45], [0.03, 0.20, -0.25], [-0.03, 0.08, 0.20], [0.00, -0.02, -0.12], [0.00, 0.15, -0.07], [0.18, -0.22, 0.26], [-0.02, 0.12, -0.22], [0.33, -0.23, 0.22], [-0.26, -0.06, -0.03], [0.30, 0.21, 0.36], [-0.14, -0.07, -0.24], [-0.03, -0.25, 0.02], [-0.15, 0.50, 0.17], [-0.02, -0.16, -0.45], [0.04, -0.10, 0.12], [-0.01, -0.01, -0.01], [0.00, 0.03, 0.01], [0.05, 0.00, -0.01], [-0.05, 0.00, -0.09], [0.02, 0.07, -0.02], [0.00, 0.02, 0.00], [-0.07, 0.01, -0.01], [0.06, -0.02, 0.01], [0.05, -0.04, -0.01], [-0.35, -0.23, 0.12], [0.12, -0.09, 0.11], [-0.04, 0.06, -0.07], [1.71, 0.21, -0.27], [-0.29, 0.20, -0.11], [0.04, 0.07, 0.01], [-0.01, -0.04, -0.05], [0.00, -0.01, 0.00], [0.02, -0.02, 0.01], [-0.02, 0.02, 0.08], [0.02, 0.00, 0.01], [-0.01, -0.02, 0.00], [0.02, 0.03, -0.02], [0.04, 0.10, -0.13], [0.02, 0.01, 0.01], [-0.26, -0.02, 0.13], [0.00, -0.05, -0.02], [0.00, 0.01, 0.01], [0.01, 0.01, 0.00], [-0.01, 0.01, 0.00], [0.00, -0.03, 0.00]]
}

=====

Record 3
{
  "formula": "C36H30CaN6O7S",
  "method": "ωB97M-V/def2-TZVPD",
  "e_above_lowest_kj_mol": 73.63,
  "e_homo_ev": -2.28,
  "gap_ha": 0.2279,
  "fmax_ev_per_a": 2.1,
  "spin_multiplicity": 1,
  "total_energy_ev": -90370.205,
  "charge": -2,
  "elements": ["Ca", "C", "O", "C", "C", "C", "C", "C", "C", "N", "N", "C", "C", "C", "C", "O", "C", "N", "C", "C", "C", "C", "H", "H", "H", "H", "H", "H", "H", "H", "H", "H", "H", "H", "O", "S", "O", "N", "C", "C", "C", "C", "C", "C", "C", "C", "N", "C", "C", "C", "C", "C", "C", "C", "H", "H", "H", "H", "H", "H", "H", "H", "H", "H", "H", "C", "C", "C", "O", "C", "O", "O", "H", "H", "H", "H", "H", "H", "H", "N", "C"],
  "xyz": [[-0.43410, -1.21195, 0.87232], [4.81494, 5.33028, 0.28183], [3.71911, 4.87973, 1.04734], [2.48307, 5.21720, 0.57847], [2.26837, 6.11491, -0.45392], [0.95942, 6.39805, -0.86047], [-0.13061, 5.77530, -0.27891], [0.10735, 4.89733, 0.78694], [1.39621, 4.62770, 1.21358], [-1.44553, 6.18319, -0.67944], [-2.38571, 5.34915, -0.71993], [-2.21030, 3.96537, -0.68361], [-3.35100, 3.26316, -0.26020], [-3.36699, 1.91557, 0.03279], [-2.19200, 1.13832, -0.10464], [-2.10381, -0.06581, 0.19687], [-1.01140, 1.82967, -0.66876], [0.06759, 1.03649, -0.88274], [1.11704, 1.54494, -1.49309], [1.12529, 2.85160, -1.99652], [0.04649, 3.66215, -1.76446], [-1.04525, 3.19109, -1.01028], [5.70246, 4.87970, 0.71527], [4.91702, 6.41959, 0.31664], [4.73012, 5.02003, -0.76414], [3.09483, 6.59757, -0.95774], [0.77730, 7.10531, -1.66473], [-0.73415, 4.42355, 1.28303], [1.58068, 3.92798, 2.02386], [-4.24019, 3.86454, -0.09515], [-4.25758, 1.42468, 0.40859], [1.97102, 0.88318, -1.62485], [1.97108, 3.21126, -2.56941], [0.02394, 4.65636, -2.18661], [-3.37755, -1.77347, -1.96693], [-2.81870, -2.74234, -1.04859], [-3.21992, -4.12073, -1.29208], [-1.21029, -2.62194, -0.91851], [-0.49433, -2.86086, -2.10555], [-1.00676, -3.29957, -3.33152], [-0.18217, -3.58646, -4.43583], [1.17285, -3.43268, -4.39176], [1.74614, -2.92404, -3.20471], [3.12961, -2.64948, -3.09749], [3.64258, -2.09737, -1.96269], [2.77319, -1.82832, -0.88544], [1.49245, -2.10453, -0.92748], [0.93960, -2.63659, -2.07338], [-3.48372, -2.45853, 0.56612], [-3.01028, -3.18307, 1.64771], [-3.66377, -3.07850, 2.86737], [-4.79044, -2.28618, 2.98748], [-5.28478, -1.59738, 1.87937], [-4.63387, -1.68107, 0.66156], [-2.07284, -3.43851, -3.43324], [-0.64599, -3.94109, -5.34914], [1.80690, -3.66940, -5.23901], [3.76868, -2.87337, -3.94597], [4.69561, -1.86781, -1.87223], [3.14146, -1.38099, 0.03762], [-2.14044, -3.82108, 1.53774], [-3.27313, -3.60276, 3.73181], [-5.28122, -2.18831, 3.94966], [-6.17665, -0.98893, 1.97087], [-4.97678, -1.14697, -0.21662], [2.26467, -4.54379, 1.97026], [1.40007, -3.35704, 2.35284], [0.99257, -3.39425, 3.81323], [0.19001, -3.36295, 1.56025], [2.20396, -2.01292, 2.16763], [3.38680, -2.01768, 2.53840], [1.54853, -1.03087, 1.67991], [1.80102, -5.47495, 2.30771], [3.24899, -4.42799, 2.41999], [2.38620, -4.58728, 0.88221], [0.50436, -4.34574, 4.05388], [0.30019, -2.57338, 4.02607], [1.88566, -3.27783, 4.42876], [0.46925, -3.16648, 0.63934], [-1.79526, -0.29758, 4.01010], [-1.31717, -0.55413, 2.97235]],
  "atomic_forces_ev_per_a": [[0.16, 0.66, -0.71], [-0.01, -0.06, 0.09], [0.35, 0.00, -0.11], [-0.12, 0.15, -0.11], [-0.28, 0.11, -0.24], [0.18, 0.17, 0.14], [0.08, 0.64, 0.55], [0.23, 0.27, 0.51], [-0.42, -0.12, 0.10], [0.47, 0.02, 0.29], [-0.02, -0.57, -0.42], [-0.48, -0.01, 0.06], [0.11, -0.01, 0.16], [-0.07, 0.20, -0.07], [0.10, 0.28, -0.03], [-1.06, 0.87, -0.43], [0.13, -0.27, -0.06], [-0.03, 0.13, 0.17], [-0.17, -0.21, 0.14], [0.00, 0.05, -0.07], [0.06, -0.27, -0.59], [-0.20, -0.11, -0.40], [0.04, -0.05, 0.06], [-0.03, 0.03, 0.02], [-0.03, -0.03, 0.01], [-0.05, 0.02, 0.01], [0.05, -0.04, 0.05], [0.18, 0.03, -0.02], [-0.05, 0.08, -0.09], [0.02, -0.03, -0.02], [0.07, 0.06, -0.03], [-0.06, 0.07, 0.03], [0.01, -0.02, 0.00], [-0.06, -0.31, -0.11], [-0.06, 0.09, 0.07], [0.07, -0.69, -0.51], [0.08, -0.12, -0.25], [0.03, -0.30, -1.34], [-0.25, 0.05, 0.64], [0.03, 0.04, 0.23], [-0.18, 0.04, 0.17], [0.09, 0.06, 0.08], [-0.01, 0.06, 0.14], [-0.01, -0.01, -0.02], [0.01, 0.01, -0.03], [-0.10, -0.02, 0.13], [-0.61, -0.39, -0.60], [0.20, 0.24, 0.37], [-0.07, 0.02, 0.13], [0.01, -0.03, -0.10], [0.03, -0.02, 0.08], [-0.13, 0.10, -0.10], [0.05, -0.12, 0.10], [0.24, 0.00, 0.03], [0.03, -0.04, 0.00], [-0.07, -0.02, 0.02], [-0.01, 0.04, 0.01], [-0.01, 0.00, 0.00], [0.02, 0.01, 0.02], [-0.07, -0.09, -0.17], [-0.04, 0.09, 0.01], [0.00, 0.05, -0.05], [0.02, 0.00, -0.06], [0.02, 0.03, 0.02], [0.03, -0.01, 0.07], [-0.01, -0.08, -0.12], [0.28, 0.45, 0.01], [-0.28, -0.04, 0.07], [0.74, -0.10, -0.06], [-0.20, 0.38, -0.02], [-0.30, 0.00, -0.19], [1.58, -0.63, 0.86], [0.00, 0.01, -0.05], [-0.01, -0.04, 0.03], [0.02, -0.01, 0.08], [0.02, 0.06, -0.02], [0.07, -0.08, 0.00], [-0.04, -0.04, 0.00], [0.09, -0.94, 0.19], [0.37, -0.17, -0.73], [-0.77, 0.41, 1.95]]
}

=====

Q: The highest charge belongs to which entry?
A: C36H29AsClN5OOsS2

=====

Q: charge of number 2 (C36H29N6O2SSiTb)?
A: 0

=====

Q: Which formula does entry 3 have?
A: C36H30CaN6O7S

=====

Q: The highest charge belongs to which entry?
A: C36H29AsClN5OOsS2